Entry 1:
{
  "formula": "C30H32AsFN2PdSSi",
  "method": "the ωB97M-V functional and the def2-TZVPD basis",
  "homo_ev": [-0.281, -0.281],
  "charge": -2,
  "e_above_lowest_kj_mol": 0.0,
  "gap_ev": [4.93, 4.93],
  "largest_force_ev_per_a": 0.6,
  "species": ["Pd", "S", "C", "C", "C", "C", "C", "C", "As", "C", "C", "C", "C", "C", "C", "C", "C", "C", "C", "C", "C", "H", "H", "H", "H", "H", "H", "H", "H", "H", "H", "H", "H", "H", "H", "C", "Si", "C", "C", "N", "C", "C", "C", "C", "C", "C", "F", "H", "H", "H", "H", "H", "H", "H", "H", "H", "H", "H", "H", "H", "C", "C", "C", "N", "H", "H", "H", "H", "H"],
  "xyz": [[0.1047, 1.3809, -1.3276], [-0.1398, 3.5824, -0.2204], [0.3897, 3.4283, 1.4243], [0.4235, 4.6039, 2.2063], [0.7730, 4.5915, 3.5403], [1.1312, 3.3931, 4.1482], [1.1408, 2.2326, 3.3889], [0.7676, 2.2137, 2.0450], [0.8629, 0.5330, 0.9984], [-1.0491, 0.0488, 1.0104], [-2.0667, 0.9659, 1.2744], [-3.3854, 0.5499, 1.3975], [-3.7174, -0.7903, 1.2590], [-2.7194, -1.7103, 0.9784], [-1.4028, -1.2940, 0.8586], [1.1711, -0.6508, 2.6416], [2.4746, -1.0859, 2.8823], [2.7667, -2.0166, 3.8692], [1.7401, -2.5724, 4.6213], [0.4315, -2.1762, 4.3802], [0.1553, -1.2202, 3.4119], [0.1476, 5.5307, 1.7170], [0.7692, 5.5133, 4.1143], [1.4014, 3.3550, 5.1979], [1.4339, 1.3049, 3.8658], [-1.8365, 2.0148, 1.3829], [-4.1563, 1.2860, 1.5977], [-4.7486, -1.1125, 1.3489], [-2.9703, -2.7549, 0.8335], [-0.6293, -2.0226, 0.6502], [3.2792, -0.6711, 2.2800], [3.7916, -2.3240, 4.0486], [1.9563, -3.3132, 5.3831], [-0.3816, -2.6156, 4.9484], [-0.8680, -0.9034, 3.2578], [0.5191, -3.4535, -1.4288], [0.6136, -1.9060, -2.5611], [2.2882, -1.0960, -2.2115], [0.7485, -2.6891, -4.3050], [-0.6358, -0.7642, -2.4227], [-1.9342, -1.0101, -2.6830], [-2.4549, -2.2987, -2.9857], [-3.7962, -2.5336, -3.2320], [-4.7169, -1.4981, -3.2316], [-4.2602, -0.2072, -2.9652], [-2.9335, 0.0101, -2.6990], [-2.5574, 1.2741, -2.4483], [1.1617, -4.2508, -1.8142], [-0.5020, -3.8433, -1.3733], [0.8439, -3.2219, -0.4109], [2.8379, -1.5486, -1.3824], [2.0521, -0.0722, -1.9312], [2.9378, -1.0657, -3.0913], [1.6606, -3.2854, -4.4043], [0.7561, -1.9235, -5.0849], [-0.1036, -3.3471, -4.5031], [-1.7556, -3.1278, -2.9996], [-4.1293, -3.5505, -3.4208], [-5.7646, -1.6830, -3.4377], [-4.9501, 0.6283, -2.9561], [3.6238, 3.9727, -1.6044], [2.8724, 2.6662, -1.3447], [1.7308, 2.5115, -2.2927], [1.3347, 2.6701, -3.3883], [4.4453, 4.0880, -0.8926], [2.9411, 4.8147, -1.4875], [4.0298, 3.9950, -2.6171], [2.5228, 2.6433, -0.3163], [3.5338, 1.8074, -1.4874]],
  "lowdin_charge": [0.1868, 0.5820, -0.7417, -0.1656, -0.1407, -0.1401, -0.1333, -0.3982, 1.2680, -0.4158, -0.1113, -0.0981, -0.1178, -0.0997, -0.1527, -0.3762, -0.1460, -0.1224, -0.1299, -0.1024, -0.1096, 0.0749, 0.0820, 0.0775, 0.0758, 0.0655, 0.0914, 0.0855, 0.0953, 0.0794, 0.0866, 0.0858, 0.0830, 0.0907, 0.0960, -0.1939, 0.3713, -0.1929, -0.1992, -0.0806, -0.3362, -0.0748, -0.1523, -0.1637, -0.0605, -0.2479, 0.0201, 0.0120, 0.0072, 0.0020, 0.0155, -0.0537, 0.0190, 0.0079, 0.0184, 0.0027, 0.0605, 0.0807, 0.0696, 0.1014, -0.1205, -0.2970, -0.5363, 0.0895, 0.0593, 0.0666, 0.0626, 0.0400, 0.0984]
}

Entry 2:
{
  "formula": "C30H32IrN7O2S2",
  "method": "the ωB97M-V functional and the def2-TZVPD basis",
  "homo_ev": [-4.896, -7.806],
  "spin_multiplicity": 5,
  "e_above_lowest_kj_mol": 0.0,
  "gap_ev": [5.09, 8.00],
  "largest_force_ev_per_a": 4.1,
  "species": ["Ir", "S", "C", "C", "C", "C", "C", "C", "N", "C", "C", "C", "C", "C", "C", "C", "H", "H", "H", "H", "H", "H", "H", "H", "C", "N", "C", "N", "O", "H", "H", "H", "H", "H", "H", "C", "O", "C", "C", "H", "H", "H", "H", "H", "H", "N", "C", "C", "C", "C", "C", "N", "H", "H", "H", "H", "H", "H", "N", "C", "N", "C", "C", "C", "C", "C", "C", "S", "H", "H", "H", "H", "H", "H"],
  "xyz": [[0.6104, -0.3267, 0.0900], [0.1581, -4.5943, -0.8553], [-1.2353, -4.4964, -1.8430], [-2.3933, -5.2440, -1.7701], [-3.3526, -5.0036, -2.7086], [-3.2124, -4.0083, -3.6510], [-2.1358, -3.1452, -3.6270], [-1.0994, -3.4023, -2.6643], [0.0024, -2.6088, -2.4483], [0.8206, -3.2137, -1.5953], [2.1818, -2.7199, -1.2799], [3.2612, -3.5733, -1.5652], [4.4839, -3.3176, -1.0065], [4.6329, -2.0998, -0.3696], [3.5745, -1.2851, -0.1886], [2.2842, -1.5587, -0.5277], [-2.5708, -5.9855, -0.9668], [-4.1517, -5.7335, -2.7546], [-3.9550, -3.9095, -4.4217], [-2.0717, -2.3775, -4.3437], [3.0660, -4.5101, -2.1752], [5.3097, -4.0085, -1.1508], [5.6614, -1.8096, -0.0748], [3.7568, -0.3281, 0.3380], [-0.4859, 5.5053, 1.1268], [-1.6104, 4.7529, 0.5509], [-2.3582, 5.2088, -0.5228], [-1.9103, 6.3164, -1.0889], [-3.3561, 4.6400, -1.0135], [-0.0154, 5.1642, 2.0417], [-0.8042, 6.5781, 1.2056], [0.3430, 5.4742, 0.3779], [-1.9535, 3.8797, 0.9819], [-1.1734, 6.9270, -0.7055], [-2.5228, 6.7672, -1.7999], [-2.8941, -1.8435, 1.9559], [-1.8950, -0.9021, 1.5745], [-0.6662, -1.3850, 1.2620], [-0.2368, -2.5889, 2.1055], [-3.0167, -2.7479, 1.2827], [-3.8342, -1.3459, 2.1225], [-2.5658, -2.1473, 2.9526], [-0.4217, -2.4214, 3.1417], [0.8091, -2.9256, 2.0182], [-0.8562, -3.5357, 1.9143], [-1.9800, 1.6983, -0.0524], [-1.5563, 1.4352, -1.3218], [-2.3008, 1.8975, -2.4143], [-1.8553, 1.6174, -3.6543], [-0.6290, 1.0021, -3.8836], [0.0957, 0.6099, -2.7537], [-0.3876, 0.8155, -1.4907], [-2.9676, 1.6619, 0.0411], [-1.5627, 1.1503, 0.6594], [-3.1399, 2.5568, -2.2651], [-2.4074, 2.0958, -4.4727], [-0.2728, 0.9109, -4.9145], [1.0394, 0.0538, -2.8629], [2.1288, 2.6860, -0.1982], [2.1948, 2.2957, 1.0961], [1.5357, 1.2539, 1.5302], [1.8032, 1.0538, 2.9151], [1.3546, -0.0305, 3.7020], [1.7143, -0.0532, 5.0100], [2.7366, 0.8146, 5.4894], [3.1711, 1.9386, 4.7715], [2.6735, 1.9734, 3.4555], [3.1776, 3.0574, 2.2423], [1.3861, 2.3973, -0.7937], [2.7235, 3.3896, -0.5300], [0.5996, -0.6817, 3.4403], [1.4619, -0.8189, 5.7101], [3.0986, 0.5906, 6.4848], [3.9631, 2.5174, 5.1361]],
  "mulliken_spin": [2.2205, 0.0010, 0.0195, -0.0023, 0.0027, -0.0025, -0.0049, 0.0050, 0.0127, 0.1247, -0.1349, -0.0189, 0.0300, -0.0108, -0.0141, 0.3713, -0.0006, 0.0004, -0.0001, 0.0003, 0.0000, 0.0030, -0.0013, 0.0077, -0.0001, 0.0001, -0.0001, 0.0000, 0.0000, -0.0001, 0.0000, 0.0002, -0.0003, 0.0000, 0.0000, 0.0222, 0.0512, 1.0733, 0.0430, -0.0008, -0.0037, 0.0145, 0.0284, -0.0001, 0.0277, 0.0304, -0.0267, -0.0075, 0.0094, 0.0067, 0.0331, 0.0582, -0.0024, 0.0337, -0.0001, 0.0004, -0.0012, -0.0386, 0.0168, -0.0040, 0.0304, -0.0209, 0.0416, 0.0074, -0.0002, 0.0011, -0.0003, 0.0160, 0.0090, -0.0027, -0.0544, 0.0008, -0.0002, 0.0001]
}

Entry 3:
{
  "formula": "C30H33B2CrF4N6O4S2Sb",
  "method": "the ωB97M-V functional and the def2-TZVPD basis",
  "homo_ev": [-13.144, -14.260],
  "spin_multiplicity": 5,
  "charge": 2,
  "gap_ev": [7.03, 6.62],
  "largest_force_ev_per_a": 1.1,
  "species": ["Cr", "C", "C", "N", "O", "B", "F", "F", "O", "N", "C", "C", "C", "N", "O", "B", "F", "F", "O", "N", "C", "C", "C", "H", "H", "H", "H", "H", "H", "H", "H", "H", "H", "H", "H", "C", "N", "C", "C", "N", "C", "S", "H", "H", "H", "H", "H", "H", "S", "Sb", "C", "C", "C", "C", "C", "C", "C", "C", "C", "C", "C", "C", "C", "C", "C", "C", "C", "C", "H", "H", "H", "H", "H", "H", "H", "H", "H", "H", "H", "H", "H", "H", "H"],
  "xyz": [[1.7249, 1.6705, 0.6302], [0.9773, 4.4332, -2.5290], [0.8998, 3.4050, -1.4646], [1.8874, 2.6974, -1.0474], [3.1460, 2.8910, -1.5026], [4.0989, 2.8025, -0.3467], [3.3301, 3.2735, 0.8125], [5.2118, 3.4914, -0.5961], [4.4596, 1.3694, 0.0252], [3.5104, 0.9092, 0.8848], [3.8144, 0.3054, 1.9765], [5.1903, -0.0654, 2.3763], [2.6031, 0.0767, 2.8156], [1.6020, 0.7146, 2.3332], [0.3747, 0.6510, 2.8785], [-0.3459, 1.9759, 2.7309], [0.6038, 2.9870, 2.8129], [-1.3793, 1.9785, 3.5951], [-0.9845, 2.1283, 1.3153], [-0.0459, 2.4518, 0.3949], [-0.3215, 3.1641, -0.6407], [-1.6414, 3.7731, -0.9313], [2.5879, -0.7336, 4.0577], [2.0153, 4.5867, -2.8127], [0.5536, 5.3718, -2.1702], [0.4136, 4.1331, -3.4145], [5.9034, 0.4218, 1.7164], [5.3339, -1.1469, 2.3134], [5.3830, 0.2347, 3.4066], [-2.3899, 3.4141, -0.2290], [-1.9586, 3.5540, -1.9516], [-1.5678, 4.8593, -0.8373], [3.3433, -1.5156, 4.0297], [1.5985, -1.1617, 4.2115], [2.7932, -0.0840, 4.9133], [1.4819, -1.9924, -3.5442], [2.6552, -1.1692, -3.2937], [3.4099, -0.5207, -4.2399], [4.4129, 0.1227, -3.5902], [4.2472, -0.1364, -2.2581], [3.1787, -0.9239, -2.0808], [2.5998, -1.5554, -0.5805], [1.5493, -2.4232, -4.5393], [0.5732, -1.3954, -3.4721], [1.4298, -2.7857, -2.8027], [3.1696, -0.5589, -5.2879], [5.2234, 0.7183, -3.9712], [4.7863, 0.2657, -1.4994], [0.8373, -0.3429, -0.3210], [-1.9687, -0.7278, 0.4063], [-1.9239, -2.1554, -1.2085], [-2.1517, -1.7222, -2.5116], [-2.1841, -2.6469, -3.5460], [-1.9499, -3.9908, -3.2848], [-1.6835, -4.4119, -1.9900], [-1.6744, -3.4964, -0.9448], [-1.9239, -1.9263, 2.1658], [-0.8377, -2.7653, 2.3820], [-0.8607, -3.6254, 3.4687], [-1.9531, -3.6302, 4.3288], [-3.0147, -2.7632, 4.1191], [-3.0046, -1.8961, 3.0343], [-3.8635, 0.2964, 0.2054], [-4.6447, 0.0328, -0.9140], [-5.8455, 0.7108, -1.0730], [-6.2528, 1.6396, -0.1263], [-5.4716, 1.8827, 0.9958], [-4.2646, 1.2184, 1.1659], [-2.3132, -0.6711, -2.7244], [-2.4016, -2.3205, -4.5550], [-1.9844, -4.7112, -4.0911], [-1.4936, -5.4574, -1.7851], [-1.4945, -3.8366, 0.0670], [0.0172, -2.7485, 1.7142], [-0.0294, -4.2962, 3.6441], [-1.9725, -4.3124, 5.1679], [-3.8552, -2.7585, 4.8000], [-3.8310, -1.2150, 2.8730], [-4.3476, -0.7105, -1.6406], [-6.4605, 0.5082, -1.9397], [-7.1847, 2.1722, -0.2607], [-5.7962, 2.5950, 1.7427], [-3.6586, 1.4194, 2.0385]],
  "mulliken_spin": [3.1822, -0.0054, 0.0293, -0.0911, 0.0069, 0.0095, -0.0067, -0.0011, 0.0012, -0.0952, 0.0431, -0.0012, 0.0476, -0.1096, 0.0113, 0.0456, 0.0050, -0.0005, 0.0155, -0.1315, 0.0635, -0.0188, -0.0056, 0.0005, 0.0014, 0.0036, 0.0002, 0.0047, 0.0010, 0.0015, 0.0041, 0.0046, 0.0007, 0.0002, 0.0047, 0.0014, 0.0080, 0.0048, 0.0054, 0.0083, -0.0024, 0.0786, 0.0006, 0.0009, -0.0004, 0.0006, 0.0003, 0.0034, 0.0429, 0.5606, 0.0677, -0.0163, 0.0027, 0.0096, -0.0028, -0.0112, 0.0858, -0.0040, -0.0006, 0.0159, -0.0056, 0.0000, 0.1094, -0.0111, -0.0070, 0.0209, 0.0000, -0.0064, -0.0086, 0.0004, 0.0005, 0.0010, 0.0034, 0.0056, 0.0003, 0.0006, 0.0006, 0.0034, 0.0082, 0.0002, 0.0010, -0.0002, 0.0026]
}